Density functional theory data (wB97M-V/def2-TZVPD) for 3 unconnected molecules or ions with the total composition C6H14N2O at a distorted geometry.

Kohn-Sham gap in eV: 8.4
DFT total energy in eV: -11471.471
ΔE to the lowest compared entry with this formula, charge and spin in kcal per mole: 145.3
Max |F| in eV/A: 5.801
E_LUMO in eV: 0.88

Each line ends with the Löwdin charge.
Geometry (Å):
C1 0.67 0.27 0.45  -0.380
C2 1.53 -0.96 -1.53  -0.082
C3 -2.24 1.23 0.39  -0.129
C4 1.62 0.15 -2.53  -0.140
N1 0.00 -0.63 -0.31  -0.089
C5 -1.14 0.84 1.31  -0.241
N2 -0.16 -1.88 0.43  0.020
C6 -1.18 0.98 2.63  -0.028
O1 1.50 -0.18 1.42  0.003
H1 1.27 -1.13 1.47  0.092
H2 0.99 1.20 -0.01  0.133
H3 -0.38 -2.60 -0.27  0.083
H4 -1.00 -1.77 1.00  0.084
H5 2.44 -1.15 -0.96  0.084
H6 1.16 -1.90 -1.95  0.071
H7 -2.72 0.36 -0.06  0.066
H8 -3.03 1.81 0.90  0.072
H9 -1.86 1.86 -0.42  0.069
H10 -0.38 0.66 3.29  0.041
H11 -1.99 1.50 3.14  0.050
H12 0.63 0.41 -2.92  0.077
H13 2.24 -0.13 -3.39  0.078
H14 2.06 1.06 -2.10  0.066

***

Density functional theory data (wB97M-V/def2-TZVPD) for a molecular structure, C49H38AsIrN5O11S4.

Kohn-Sham gap (alpha / beta) in eV: 8.4 / 7.1
DFT total energy in eV: -188415.335
Spin multiplicity: 2
ΔE to the lowest compared entry with this formula, charge and spin in kcal per mole: 128.7
Max |F| in eV/A: 0.530
Expectation value of S²: 0.754
E_LUMO (alpha / beta) in eV: -0.15 / -1.49

Each line ends with the Löwdin charge.
Geometry (Å):
Ir1 0.76 -0.73 -1.38  1.587
O1 5.67 -2.86 -4.53  0.095
C1 4.65 -2.37 -3.80  -0.271
C2 3.59 -3.16 -3.37  0.083
C3 2.59 -2.56 -2.64  -0.163
N1 2.57 -1.25 -2.37  0.023
C4 3.63 -0.50 -2.71  -0.117
C5 4.69 -1.04 -3.41  0.086
C6 3.72 0.95 -2.21  -0.626
O2 4.86 1.40 -2.07  0.027
O3 2.60 1.49 -1.99  -0.078
C7 1.55 -3.39 -1.94  -0.548
O4 1.56 -4.60 -2.00  0.110
O5 0.75 -2.70 -1.17  -0.183
H1 5.50 -3.79 -4.75  0.117
H2 3.53 -4.23 -3.54  0.137
H3 5.53 -0.41 -3.64  0.137
O6 1.01 1.91 -4.04  -0.225
As1 -0.46 1.87 -3.13  0.955
O7 -1.05 3.34 -2.73  -0.425
O8 -0.07 1.05 -1.66  -0.580
C8 -1.76 1.04 -4.31  -0.217
C9 -2.49 2.01 -4.99  -0.094
C10 -3.45 1.66 -5.92  -0.071
C11 -3.71 0.32 -6.19  -0.069
C12 -2.99 -0.66 -5.52  -0.056
C13 -2.03 -0.31 -4.59  -0.257
S1 -1.24 -1.67 -3.76  0.510
O9 -0.96 -2.67 -4.75  -0.267
O10 -2.08 -2.06 -2.65  -0.313
O11 0.04 -1.01 -3.29  -0.483
H4 1.74 1.75 -3.38  -0.003
H5 -2.30 3.05 -4.76  0.099
H6 -4.00 2.43 -6.44  0.106
H7 -4.46 0.04 -6.92  0.107
H8 -3.17 -1.71 -5.72  0.118
N2 -0.81 -0.81 -0.10  -0.379
S2 -1.87 0.08 0.40  0.839
N3 -1.53 1.23 1.54  -0.345
S3 -0.10 1.39 2.12  0.909
N4 0.68 0.15 2.63  -0.362
S4 1.56 -0.83 1.67  0.823
N5 1.87 -0.52 0.26  -0.366
C14 3.11 -0.82 2.55  -0.314
C15 3.15 -1.15 3.89  -0.060
C16 4.36 -1.11 4.55  -0.066
C17 5.52 -0.75 3.86  -0.068
C18 5.46 -0.42 2.52  -0.053
C19 4.25 -0.46 1.84  -0.053
C20 0.87 -2.42 2.07  -0.315
C21 -0.29 -2.56 2.82  -0.070
C22 -0.79 -3.83 3.03  -0.065
C23 -0.14 -4.94 2.49  -0.055
C24 1.02 -4.78 1.75  -0.044
C25 1.53 -3.51 1.54  -0.061
C26 0.93 2.43 1.15  -0.333
C27 0.40 3.17 0.11  -0.076
C28 1.25 4.00 -0.61  -0.045
C29 2.59 4.08 -0.28  -0.038
C30 3.11 3.34 0.79  -0.046
C31 2.28 2.51 1.52  -0.065
C32 -0.42 2.30 3.60  -0.290
C33 -0.62 3.67 3.51  -0.042
C34 -0.93 4.37 4.66  -0.056
C35 -1.04 3.71 5.87  -0.065
C36 -0.84 2.34 5.95  -0.061
C37 -0.53 1.62 4.80  -0.054
C38 -2.97 1.04 -0.64  -0.296
C39 -3.63 0.33 -1.63  -0.059
C40 -4.55 0.99 -2.42  -0.058
C41 -4.80 2.34 -2.23  -0.060
C42 -4.13 3.04 -1.23  -0.058
C43 -3.21 2.39 -0.42  -0.076
C44 -3.03 -0.96 1.26  -0.306
C45 -3.13 -2.26 0.79  -0.056
C46 -4.04 -3.11 1.41  -0.061
C47 -4.82 -2.65 2.46  -0.074
C48 -4.70 -1.34 2.91  -0.070
C49 -3.80 -0.48 2.30  -0.060
H9 2.24 -1.43 4.42  0.115
H10 4.42 -1.37 5.60  0.108
H11 6.47 -0.72 4.39  0.108
H12 6.36 -0.14 1.98  0.114
H13 4.17 -0.21 0.79  0.108
H14 -0.80 -1.69 3.21  0.098
H15 -1.70 -3.96 3.60  0.108
H16 -0.55 -5.93 2.65  0.109
H17 1.51 -5.63 1.31  0.116
H18 2.42 -3.37 0.94  0.124
H19 -0.63 3.07 -0.20  0.078
H20 0.84 4.53 -1.46  0.110
H21 3.26 4.69 -0.87  0.119
H22 4.16 3.39 1.03  0.116
H23 2.67 1.93 2.35  0.108
H24 -0.51 4.18 2.56  0.119
H25 -1.08 5.44 4.61  0.113
H26 -1.28 4.26 6.77  0.109
H27 -0.93 1.82 6.90  0.110
H28 -0.36 0.55 4.84  0.105
H29 -3.42 -0.72 -1.79  0.090
H30 -5.06 0.45 -3.21  0.114
H31 -5.50 2.86 -2.86  0.110
H32 -4.31 4.09 -1.08  0.112
H33 -2.70 2.92 0.37  0.095
H34 -2.50 -2.59 -0.02  0.111
H35 -4.14 -4.13 1.06  0.113
H36 -5.53 -3.32 2.94  0.106
H37 -5.31 -0.99 3.73  0.106
H38 -3.70 0.55 2.63  0.109

***

Density functional theory data (wB97M-V/def2-TZVPD) for a single C18H22N8O3 molecule.

SMILES: C[C@@](CO)(CNC(=O)c1cn2cnnc2cn1)NC(=O)Cc1cncn1C1CC1
Kohn-Sham gap in eV: 8.8
DFT total energy in eV: -37086.351
ΔE to the lowest compared entry with this formula, charge and spin in kcal per mole: 8.6
Max |F| in eV/A: 0.208
E_LUMO in eV: -0.19

Each line ends with the Löwdin charge.
Geometry (Å):
C1 -1.81 1.49 2.11  -0.011
C2 -1.86 -0.03 2.01  -0.430
C3 -2.54 -0.61 3.28  -0.222
O1 -2.23 0.03 4.48  -0.054
C4 -2.78 -0.51 0.88  -0.096
N1 -2.30 -0.54 -0.50  0.105
C5 -1.29 0.08 -1.13  -0.433
O2 -0.51 0.88 -0.63  0.039
C6 -1.14 -0.35 -2.56  -0.161
C7 -0.04 0.06 -3.23  0.050
N2 0.11 -0.39 -4.51  0.035
C8 1.05 -0.22 -5.47  -0.121
N3 0.71 -0.88 -6.55  0.032
N4 -0.47 -1.51 -6.32  0.067
C9 -0.83 -1.21 -5.10  -0.279
C10 -1.95 -1.60 -4.31  -0.031
N5 -2.09 -1.19 -3.09  0.116
N6 -0.54 -0.64 1.79  0.157
C11 0.46 -0.73 2.69  -0.451
O3 0.38 -0.42 3.87  0.054
C12 1.74 -1.36 2.13  -0.018
C13 2.12 -0.93 0.76  -0.235
C14 2.08 -1.58 -0.45  -0.104
N7 2.55 -0.76 -1.45  0.061
C15 2.86 0.36 -0.85  -0.168
N8 2.62 0.32 0.48  0.013
C16 2.83 1.36 1.45  -0.237
C17 2.74 2.79 1.02  -0.078
C18 1.65 2.19 1.87  -0.075
H1 -2.80 1.86 2.38  0.097
H2 -1.12 1.79 2.90  0.083
H3 -1.50 1.93 1.16  0.069
H4 -3.62 -0.49 3.15  0.127
H5 -2.33 -1.69 3.32  0.132
H6 -1.27 -0.06 4.60  0.058
H7 -3.08 -1.54 1.10  0.132
H8 -3.68 0.10 0.93  0.134
H9 -2.81 -1.17 -1.12  0.120
H10 0.72 0.69 -2.80  0.124
H11 1.95 0.36 -5.34  0.128
H12 -2.70 -2.26 -4.73  0.124
H13 -0.24 -0.73 0.83  0.107
H14 2.53 -1.16 2.86  0.127
H15 1.59 -2.44 2.11  0.135
H16 1.76 -2.59 -0.63  0.109
H17 3.27 1.24 -1.33  0.127
H18 3.56 1.10 2.20  0.151
H19 3.44 3.48 1.47  0.103
H20 2.50 3.00 -0.01  0.099
H21 0.72 1.97 1.37  0.076
H22 1.58 2.47 2.91  0.112

***

Density functional theory data (wB97M-V/def2-TZVPD) for a single C6H8O2 molecule at a distorted geometry.

SMILES: C=C(C=O)/C(O)=C/C
Kohn-Sham gap in eV: 8.1
DFT total energy in eV: -10444.482
ΔE to the lowest compared entry with this formula, charge and spin in kcal per mole: 51.8
Max |F| in eV/A: 3.653
E_LUMO in eV: -0.21

Each line ends with the Löwdin charge.
Geometry (Å):
C1 0.87 -1.34 1.36  -0.190
C2 -1.30 -0.18 -2.23  -0.087
C3 -0.34 0.39 0.01  -0.324
C4 -0.53 -0.47 -0.99  -0.084
C5 0.69 0.08 1.02  -0.227
C6 1.50 1.00 1.57  0.110
O1 0.40 -2.30 0.76  0.024
O2 -1.07 1.55 0.15  0.042
H1 -0.08 -1.57 -0.76  0.146
H2 -0.92 1.92 1.02  0.097
H3 1.63 -1.52 2.14  0.126
H4 -0.63 -0.10 -3.09  0.077
H5 -1.85 0.75 -2.14  0.067
H6 -2.01 -0.99 -2.45  0.077
H7 2.19 0.74 2.36  0.069
H8 1.45 2.04 1.29  0.078

***

Density functional theory data (wB97M-V/def2-TZVPD) for a molecular structure, C13H11IrN9O2Se at a distorted geometry.

Total charge: +3
Kohn-Sham gap (alpha / beta) in eV: 4.9 / 4.9
DFT total energy in eV: -99318.399
Max |F| in eV/A: 1.132
E_LUMO (alpha / beta) in eV: -12.30 / -12.30

Each line ends with the Löwdin charge.
Geometry (Å):
Ir1 1.02 0.71 0.19  1.491
Se1 -4.89 -3.65 -1.86  1.319
N1 -4.58 -1.92 -1.96  -0.187
C1 -3.39 -1.71 -1.44  -0.330
C2 -2.77 -0.40 -1.34  -0.039
C3 -3.38 0.80 -1.75  0.095
C4 -2.69 1.98 -1.57  0.035
C5 -1.41 1.97 -1.03  -0.057
N2 -0.83 0.83 -0.66  -0.065
C6 -1.50 -0.34 -0.79  -0.129
C7 -0.83 -1.49 -0.28  -0.130
N3 0.39 -1.25 0.27  -0.076
C8 1.08 -2.30 0.75  -0.082
C9 0.58 -3.59 0.73  0.029
C10 -0.67 -3.83 0.18  0.105
C11 -1.39 -2.76 -0.34  -0.041
C12 -2.71 -2.88 -0.95  -0.332
N4 -3.35 -4.01 -1.08  -0.190
H1 -4.37 0.77 -2.19  0.150
H2 -3.13 2.93 -1.86  0.142
H3 -0.87 2.90 -0.89  0.126
H4 2.07 -2.14 1.15  0.108
H5 1.18 -4.39 1.14  0.142
H6 -1.09 -4.83 0.15  0.152
N5 2.53 0.30 1.83  0.001
N6 3.13 1.51 2.28  0.077
C13 2.99 2.62 1.53  -0.326
N7 3.67 3.71 1.70  0.310
N8 2.05 2.43 0.55  -0.026
N9 2.14 2.88 -0.73  -0.336
O1 2.69 3.81 -1.16  0.289
O2 1.45 1.99 -1.41  -0.043
H7 1.99 -0.07 2.61  0.142
H8 3.26 -0.37 1.60  0.137
H9 3.74 1.46 3.09  0.200
H10 4.41 3.79 2.38  0.177
H11 3.47 4.54 1.14  0.163

***

Density functional theory data (wB97M-V/def2-TZVPD) for a molecular structure, C5H13N2 at a distorted geometry.

Total charge: +1
Kohn-Sham gap in eV: 6.7
DFT total energy in eV: -8364.794
ΔE to the lowest compared entry with this formula, charge and spin in kcal per mole: 138.7
Max |F| in eV/A: 6.523
E_LUMO in eV: -7.00

Each line ends with the Löwdin charge.
Geometry (Å):
C1 -1.00 -0.80 -1.07  -0.036
C2 -0.77 0.42 -0.27  -0.323
C3 0.68 0.96 -0.36  -0.105
C4 1.71 0.14 0.43  -0.164
C5 2.80 -0.39 -0.15  0.039
N1 -0.74 -0.78 1.93  0.112
N2 -1.64 1.51 -0.54  0.177
H1 -0.10 -1.35 -1.34  0.106
H2 -1.66 -1.62 -0.81  0.111
H3 -1.50 -0.66 -2.06  0.133
H4 -0.70 -0.26 0.92  0.015
H5 0.90 0.84 -1.42  0.146
H6 0.57 1.99 0.01  0.135
H7 3.18 0.00 -1.10  0.076
H8 3.53 -0.92 0.45  0.067
H9 -1.02 -1.74 2.15  0.074
H10 1.47 -0.21 1.43  0.084
H11 -1.28 -0.12 2.50  0.070
H12 -2.00 1.82 0.38  0.152
H13 -2.45 1.17 -1.08  0.130

***

Density functional theory data (wB97M-V/def2-TZVPD) for a molecular structure, C4H10BrO2PS at a distorted geometry.

Kohn-Sham gap in eV: 8.3
DFT total energy in eV: -98571.599
ΔE to the lowest compared entry with this formula, charge and spin in kcal per mole: 24.4
Max |F| in eV/A: 5.237
E_LUMO in eV: -1.21

Each line ends with the Löwdin charge.
Geometry (Å):
C1 1.06 1.24 -2.17  -0.051
C2 -0.73 -0.02 2.72  -0.090
C3 1.46 -0.22 -1.94  -0.251
C4 -1.39 0.57 1.43  -0.245
O1 0.31 -1.02 -1.67  -0.359
O2 -0.58 0.23 0.27  -0.345
P1 -0.58 -1.22 -0.41  0.215
S1 -2.22 -2.26 -0.54  0.325
Br1 1.62 -2.23 1.09  0.025
H1 0.99 1.30 -3.18  0.021
H2 -0.03 1.43 -1.76  0.121
H3 1.67 2.05 -1.82  0.075
H4 -0.19 -0.99 2.60  -0.011
H5 0.02 0.75 2.98  0.071
H6 -1.51 -0.10 3.55  0.101
H7 1.98 -0.46 -1.01  0.037
H8 2.11 -0.75 -2.77  0.166
H9 -1.54 1.56 1.25  0.079
H10 -2.45 0.14 1.37  0.116

***

Density functional theory data (wB97M-V/def2-TZVPD) for a single C4H12N2O molecule at a distorted geometry.

SMILES: C[C@H](O)CNCN
Kohn-Sham gap in eV: 9.5
DFT total energy in eV: -9368.847
ΔE to the lowest compared entry with this formula, charge and spin in kcal per mole: 54.1
Max |F| in eV/A: 3.323
E_LUMO in eV: 0.97

Each line ends with the Löwdin charge.
Geometry (Å):
C1 -0.94 0.21 -0.31  -0.194
C2 -0.61 1.06 0.87  -0.418
C3 0.41 0.44 1.77  -0.067
O1 -1.79 1.17 1.80  -0.077
N1 0.29 0.01 -1.12  -0.087
C4 0.59 -1.30 -1.77  -0.301
N2 1.93 -1.67 -1.43  0.003
H1 -1.85 0.43 -0.86  0.114
H2 -0.98 -0.80 0.17  0.121
H3 -0.37 2.10 0.61  0.141
H4 -0.17 -0.35 2.25  0.092
H5 1.41 0.40 1.33  0.078
H6 0.66 1.16 2.56  0.079
H7 -2.07 2.08 1.66  0.068
H8 0.50 0.88 -1.60  0.102
H9 0.36 -1.20 -2.84  0.111
H10 -0.10 -1.99 -1.27  0.110
H11 2.07 -1.88 -0.46  0.062
H12 2.55 -1.00 -1.85  0.062